# 1
Molecular formula: C2H12NO2S
Method: DFT, ωB97M-V with the def2-TZVPD basis set

The geometry in ORCA input format:
```
! wB97M-V def2-TZVPD RIJCOSX def2/J DEFGRID3
* xyz 1 1
C 0.771 -0.379 -0.688
C 2.108 -0.770 -0.068
S 2.329 0.416 1.294
N -0.559 -0.942 -0.134
H 0.975 -0.868 -1.734
H 0.718 0.692 -0.808
H 2.905 -0.735 -0.816
H 2.072 -1.718 0.338
H 2.070 1.613 0.697
H -1.437 -0.456 -0.456
H -0.716 -1.005 0.915
H -0.625 -1.995 -0.415
H -3.489 2.381 0.784
H -2.248 2.077 0.188
O -2.995 1.582 0.569
H -3.193 0.185 -2.068
H -2.111 -0.851 -2.530
O -2.698 -0.643 -1.734
*
```

Total energy (Ha): -686.5338
Lowest unoccupied orbital energy (eV): -3.478
HOMO level (Eh): -0.47708

Mulliken atomic charge list, values in e, 5 entries:
1 C -0.560
2 C -0.625
3 S -0.179
4 N -0.303
5 H 0.252



# 2
Molecular formula: C13H15BrHgNOP
Method: DFT, ωB97M-V with the def2-TZVPD basis set

The geometry in ORCA input format:
```
! wB97M-V def2-TZVPD RIJCOSX def2/J DEFGRID3
* xyz 1 2
Hg -0.401 0.179 -0.496
O -1.425 4.049 5.070
C -1.304 3.161 4.072
C -2.349 2.351 3.631
C -2.108 1.483 2.589
N -0.921 1.380 1.979
C 0.053 2.155 2.424
Br 1.724 1.974 1.549
C -0.062 3.057 3.458
H -2.320 4.052 5.427
H -3.328 2.403 4.089
H -2.891 0.834 2.218
H 0.767 3.667 3.786
C 2.640 -1.361 -3.160
P 1.141 -1.570 -2.163
C -0.094 -2.191 -3.331
C 1.470 -2.854 -0.953
C 0.440 -3.684 -0.508
C 0.667 -4.579 0.526
C 1.910 -4.631 1.141
C 2.937 -3.806 0.707
C 2.718 -2.913 -0.331
H 3.481 -1.043 -2.548
H 2.456 -0.598 -3.915
H 2.872 -2.312 -3.642
H 0.288 -3.074 -3.846
H -0.299 -1.408 -4.060
H -1.025 -2.433 -2.821
H -0.538 -3.645 -0.972
H -0.132 -5.227 0.860
H 2.076 -5.313 1.965
H 3.906 -3.841 1.187
H 3.522 -2.261 -0.648
*
```

Total energy (Ha): -3702.9302
Lowest unoccupied orbital energy (alpha / beta) (eV): -2.607 / -5.257
HOMO level (alpha / beta) (Eh): -0.39841 / -0.44531

Mulliken atomic charge list, values in e, 5 entries:
1 Hg 0.399
2 O -0.482
3 C 0.949
4 C -0.483
5 C -0.545



# 3
Molecular formula: C40H61Cl3IN2O2P2RhSbSi4
Method: DFT, ωB97M-V with the def2-TZVPD basis set

The geometry in ORCA input format:
```
! wB97M-V def2-TZVPD RIJCOSX def2/J DEFGRID3
* xyz 1 1
Rh -1.491 1.405 -1.707
O -1.154 -0.579 -0.329
P -2.473 -1.271 -0.071
C -3.052 -1.754 -1.805
P -1.865 -1.472 -3.147
O -1.262 -0.080 -3.104
C -0.491 -2.619 -3.162
C 0.736 -2.165 -2.681
C 1.849 -2.989 -2.764
C 1.741 -4.246 -3.342
C 0.522 -4.688 -3.842
C -0.595 -3.875 -3.753
C -2.747 -1.705 -4.689
C -2.030 -1.445 -5.858
C -2.652 -1.547 -7.088
C -3.992 -1.910 -7.159
C -4.707 -2.176 -6.002
C -4.087 -2.074 -4.765
C -2.101 -3.407 0.768
C -3.469 -3.817 0.860
C -3.985 -4.813 0.076
C -3.149 -5.476 -0.831
C -1.823 -5.104 -0.968
C -1.307 -4.080 -0.191
C -1.371 -3.096 2.059
C -1.821 -3.671 3.244
C -1.077 -3.539 4.408
C 0.128 -2.855 4.393
C 0.575 -2.280 3.213
C -0.174 -2.385 2.053
H -3.880 -1.067 -2.031
H -3.458 -2.768 -1.830
H 0.811 -1.172 -2.255
H 2.804 -2.640 -2.392
H 2.615 -4.880 -3.420
H 0.449 -5.661 -4.310
H -1.543 -4.208 -4.161
H -0.988 -1.151 -5.797
H -2.096 -1.341 -7.992
H -4.479 -1.981 -8.122
H -5.750 -2.460 -6.061
H -4.657 -2.284 -3.869
H -4.108 -3.295 1.563
H -5.023 -5.101 0.172
H -3.544 -6.291 -1.425
H -1.176 -5.632 -1.649
H -0.260 -3.812 -0.277
H -2.732 -4.253 3.261
H -1.435 -3.993 5.323
H 0.716 -2.772 5.298
H 1.514 -1.741 3.190
H 0.174 -1.908 1.146
C -1.070 2.362 0.996
C -1.529 3.085 2.285
N -2.662 3.956 1.996
C -3.774 3.152 1.515
C -3.369 2.360 0.236
N -1.977 2.708 -0.135
C -1.907 4.174 -0.350
C -2.269 4.910 0.966
H -1.076 1.279 1.112
H -0.067 2.651 0.693
H -0.719 3.691 2.694
H -1.830 2.365 3.048
H -4.616 3.810 1.301
H -4.072 2.465 2.307
H -4.014 2.602 -0.608
H -3.413 1.283 0.422
H -2.612 4.426 -1.138
H -0.903 4.410 -0.699
H -3.093 5.604 0.798
H -1.419 5.484 1.337
I 0.936 2.107 -2.194
C 0.509 1.137 4.692
Si 2.124 1.869 4.041
C 3.611 1.275 5.018
C 1.987 3.745 4.270
Sb 2.309 1.417 1.507
Si 3.642 3.532 0.857
C 2.410 4.922 0.560
C 4.875 3.985 2.198
C 4.607 3.269 -0.725
Si 3.995 -0.441 0.935
C 5.475 -0.337 2.082
C 4.528 -0.271 -0.859
C 3.150 -2.109 1.111
H -0.126 1.939 5.074
H 0.687 0.439 5.511
H -0.046 0.600 3.924
H 3.534 1.583 6.064
H 4.519 1.716 4.602
H 3.724 0.190 4.998
H 2.797 4.103 4.909
H 1.048 4.005 4.762
H 2.038 4.302 3.337
H 1.938 5.288 1.472
H 1.630 4.592 -0.130
H 2.921 5.768 0.093
H 4.404 4.158 3.164
H 5.417 4.894 1.925
H 5.611 3.188 2.318
H 3.955 3.116 -1.586
H 5.274 2.413 -0.647
H 5.220 4.152 -0.924
H 5.886 0.674 2.081
H 6.273 -1.023 1.785
H 5.190 -0.581 3.106
H 5.451 0.300 -0.951
H 3.768 0.211 -1.477
H 4.718 -1.265 -1.274
H 3.040 -2.417 2.152
H 3.743 -2.873 0.601
H 2.161 -2.097 0.650
Cl -4.104 2.549 -3.463
Si -2.031 2.684 -3.527
Cl -1.551 4.673 -3.636
Cl -1.490 1.964 -5.358
*
```

Total energy (Ha): -5690.6739
Lowest unoccupied orbital energy (eV): -4.023
HOMO level (Eh): -0.33628

Mulliken atomic charge list, values in e, 5 entries:
1 Rh 0.507
2 O 0.047
3 P -0.032
4 C -1.403
5 P 0.478



# 4
Molecular formula: CH9NSi2
Method: DFT, ωB97M-V with the def2-TZVPD basis set

The geometry in ORCA input format:
```
! wB97M-V def2-TZVPD RIJCOSX def2/J DEFGRID3
* xyz 0 1
C -1.229 1.656 0.129
N 0.129 -0.635 1.381
Si -1.192 -0.246 0.461
Si 2.668 -0.208 -0.753
H -1.185 2.105 -0.861
H -2.178 2.019 0.482
H -0.483 2.284 0.696
H 0.579 0.148 1.806
H 0.529 -1.512 1.475
H -1.385 -0.941 -0.720
H -2.362 -0.691 1.181
H 2.900 -1.447 -0.017
H 3.997 -0.069 -1.333
*
```

Total energy (Ha): -677.1279
Lowest unoccupied orbital energy (eV): -1.092
HOMO level (Eh): -0.31150

Mulliken atomic charge list, values in e, 5 entries:
1 C -1.073
2 N -0.353
3 Si 0.300
4 Si 0.225
5 H 0.335



For reference, ΔE to the lowest compared entry with this formula, charge and spin by record: 39.0, 4.3, 76.8, 44.5 kcal per mole.